Molecular formula: CH3Cl2OPS
Method: DFT, wB97M-V/def2-TZVPD

Structure (XYZ):
```
9
Properties=species:S:1:pos:R:3:forces:R:3
C 1.66536 0.31209 0.43222 -2.8 0.5 0.2
O -1.01760 1.34195 -0.40129 -0.1 1.0 -0.4
P -0.64764 -1.40762 0.37398 0.5 0.0 1.5
S -1.82060 0.43385 0.41610 0.1 -0.7 -0.2
Cl 2.77582 -0.49645 -0.50791 0.6 -0.4 -0.8
Cl -3.48414 -0.15649 -0.74196 0.2 -0.1 0.1
H 2.04939 0.44182 1.46312 -0.8 0.2 -0.7
H 0.76963 0.89317 -0.07863 2.4 -0.9 1.2
H -0.29020 -1.36232 -0.95562 0.0 0.4 -0.9
```
Positions in Å, forces in eV/Å.

Energy above the lowest of the compared OMol25 structures with the same formula, charge and spin = 148.0 kcal/mol
F_max = 2.90 eV/Å
Highest occupied orbital energy (alpha / beta) = -0.3203 / -0.3313 Ha
DFT total energy = -1774.92740 Eh
LUMO (alpha / beta) = -1.79 / -0.78 eV